1.
CH17O8 | ωB97M-V/def2-TZVPD

Calculated values
LUMO level (spin up / spin down): 5.51 / 5.47 eV
Total charge: -2
Kohn-Sham gap (spin up / spin down): 2.6449 / 7.5310 eV
2S+1: 2
Expectation value of S²: 0.75
Calculated total energy: -17691.101 eV
HOMO energy (spin up / spin down): 2.87 / -2.07 eV

Each line ends with the Löwdin spin population.
Geometry (Å):
O (13.922, -4.947, -24.641)  0.0189
H (14.884, -0.840, -23.787)  0.0012
H (14.539, -2.249, -28.412)  0.0053
H (16.675, -0.173, -25.326)  0.0006
C (14.469, -1.979, -27.358)  0.0525
H (11.598, -4.067, -26.689)  0.0263
H (14.503, -4.275, -24.998)  0.0015
O (14.848, -1.796, -23.780)  0.0161
H (16.650, -4.036, -25.778)  0.0001
H (16.634, -1.633, -25.725)  0.0003
H (14.508, -0.907, -27.163)  0.0097
H (17.683, -4.238, -24.689)  0.0004
H (10.482, -2.026, -27.106)  0.1244
O (16.525, -3.378, -29.636)  0.0028
H (15.689, -3.104, -29.258)  0.0005
H (13.441, -2.200, -27.069)  0.0216
O (17.516, -4.410, -25.616)  0.0011
O (17.240, -0.919, -25.531)  0.0022
H (9.365, -2.738, -26.374)  0.1333
O (10.279, -2.837, -26.640)  0.4609
H (17.155, -3.282, -28.922)  0.0003
H (12.775, -4.484, -27.546)  0.0116
O (12.144, -4.822, -26.910)  0.0911
H (13.083, -4.795, -25.076)  0.0090
H (15.020, -2.049, -24.687)  0.0004
O (15.333, -2.708, -26.493)  0.0079


2.
H16O8 | ωB97M-V/def2-TZVPD

Calculated values
LUMO level: -0.28 eV
Kohn-Sham gap: 10.0205 eV
Relative energy (zero: lowest compared OMol25 entry of this formula, charge and spin): 255.9 kJ/mol
Calculated total energy: -16639.358 eV
HOMO energy: -10.30 eV

Each line ends with the Mulliken charge.
Geometry (Å):
O (-1.997, 1.833, 0.689)  -0.6463
H (-0.086, 0.575, -3.013)  0.3150
O (0.835, 0.792, -2.724)  -0.6477
H (0.856, 3.391, 2.535)  0.3143
O (1.257, -1.552, 2.069)  -0.6370
H (1.000, -1.252, 2.934)  0.3065
H (-1.393, -2.275, -1.078)  0.3070
H (2.086, -1.960, -2.398)  0.2767
H (-2.434, -0.933, 0.635)  0.3050
H (-1.304, 1.252, 0.380)  0.4067
H (-1.414, -0.891, -1.784)  0.2805
H (-2.125, 2.489, -0.028)  0.2918
O (-1.582, -1.027, 1.056)  -0.5816
H (0.850, 0.371, -0.772)  0.2842
H (0.007, 2.767, 3.598)  0.3085
O (-0.878, -1.678, -1.590)  -0.6471
O (0.792, 2.575, 3.107)  -0.6162
H (-0.913, -0.756, 0.411)  0.2448
O (0.507, 0.489, 0.096)  -0.5565
H (0.881, -1.011, 1.392)  0.3719
H (1.384, 0.051, -2.897)  0.2869
H (1.027, 1.220, 0.514)  0.2623
H (0.854, -2.155, -1.584)  0.3653
O (1.782, -2.312, -1.556)  -0.5949


3.
C7H14NO13Tl | ωB97M-V/def2-TZVPD

Calculated values
LUMO level: -6.21 eV
Kohn-Sham gap: 3.0737 eV
Relative energy (zero: lowest compared OMol25 entry of this formula, charge and spin): 0.0 kJ/mol
Calculated total energy: -40274.868 eV
HOMO energy: -9.28 eV

Each line ends with the Mulliken charge.
Geometry (Å):
C (2.456, 1.453, -3.081)  -0.5145
O (1.334, 0.166, 0.841)  -0.6411
H (2.877, 2.152, -3.803)  0.2533
O (1.212, -0.991, -2.266)  -0.4189
C (1.345, 1.381, 0.521)  1.0135
H (0.202, 2.698, 2.589)  0.1645
H (-0.512, 4.256, 3.066)  0.2956
O (-3.329, 0.938, 3.336)  -0.3078
H (2.940, 1.626, -2.120)  0.2096
H (-3.440, 2.635, 4.686)  0.2976
H (2.155, -3.822, -2.461)  0.2343
H (1.385, 1.544, -2.899)  0.2881
O (-3.791, -1.252, -1.045)  -0.5177
C (2.199, -3.392, -3.461)  -0.6058
C (-0.698, 3.311, 2.554)  -0.5057
O (0.314, 1.778, -0.076)  -0.6159
N (0.263, -4.447, -0.346)  1.1068
O (2.817, -2.128, -3.535)  -0.3010
H (-3.432, 1.064, 5.370)  0.2695
C (-2.283, 1.446, 2.608)  0.6074
O (-1.758, 2.559, 3.185)  -0.3454
O (1.014, -5.378, -0.700)  -0.5410
H (1.146, -3.432, -3.739)  0.2852
H (-4.695, -1.266, -1.416)  0.2336
C (-3.766, 1.613, 4.489)  -0.6539
C (2.185, -0.997, -3.012)  0.6233
H (-4.845, 1.685, 4.353)  0.2764
O (2.415, 2.052, 0.760)  -0.4469
H (2.821, 1.205, 0.962)  0.2795
Tl (-1.092, -1.075, -0.400)  1.1517
O (-0.901, -4.552, -0.112)  -0.5763
H (2.651, -4.086, -4.169)  0.2970
O (2.814, 0.141, -3.479)  -0.3435
O (0.737, -3.306, -0.240)  -0.4281
H (-0.832, 3.469, 1.484)  0.2766
O (-1.907, 0.952, 1.560)  -0.4002


4.
C4H5NS | ωB97M-V/def2-TZVPD

Calculated values
LUMO level: -0.27 eV
Kohn-Sham gap: 8.2217 eV
Relative energy (zero: lowest compared OMol25 entry of this formula, charge and spin): 380.0 kJ/mol
Calculated total energy: -16550.127 eV
HOMO energy: -8.49 eV

Each line ends with the Mulliken charge.
Geometry (Å):
C (-0.818, -0.239, -0.086)  0.0204
H (-2.800, -0.010, 0.823)  0.2750
H (1.061, 1.854, -0.597)  0.3164
N (2.067, 1.359, 0.112)  -0.4800
H (2.963, 1.776, 0.251)  0.2275
H (-3.038, -0.538, -0.778)  0.2811
S (2.937, -1.258, 0.011)  -0.2718
C (1.789, -0.071, -0.090)  0.1511
C (0.412, -0.482, -0.168)  0.1787
C (-2.283, -0.684, 0.062)  -0.9760
H (-2.290, -1.707, 0.460)  0.2776